Record 1
Below is C18H47BF3IO16S5Si2 as an isolated structure in a non-equilibrium geometry, with properties calculated with ωB97M-V/def2-TZVPD.

Structure (XYZ):
```
93
Properties=species:S:1:pos:R:3
O 2.059 -1.081 3.254
B 2.389 -0.926 1.905
O 3.233 -1.810 1.320
Si 1.559 0.648 0.963
C 1.663 2.230 1.987
C 2.836 3.192 1.669
C 3.163 3.378 0.204
S 1.745 3.904 -0.811
O -0.087 0.322 0.696
Si -0.724 0.631 -0.801
I -1.950 -1.431 -1.435
C -1.992 2.020 -0.835
C -1.923 3.036 0.308
O -2.579 4.222 -0.093
C -2.565 2.544 1.603
F -2.923 3.579 2.340
F -3.657 1.866 1.373
F -1.768 1.846 2.339
H 2.780 -0.687 3.766
H 3.875 -1.371 0.746
H 2.229 0.783 -0.351
H 0.738 2.780 1.990
H 1.799 1.908 3.013
H 3.712 2.927 2.244
H 2.543 4.166 2.035
H 3.887 4.177 0.148
H 3.646 2.534 -0.246
H 1.096 4.820 -0.075
H 0.330 0.903 -1.785
H -1.824 2.580 -1.741
H -3.008 1.646 -0.882
H -0.894 3.319 0.460
H -3.512 4.025 -0.253
O 5.513 6.342 0.801
S 4.919 7.425 1.524
O 3.501 7.524 1.659
O 5.493 8.794 0.959
C 5.358 9.050 -0.455
C 3.939 9.410 -0.850
C 5.645 7.523 3.124
H 5.724 8.193 -1.022
H 6.022 9.886 -0.664
H 3.261 8.570 -0.707
H 3.903 9.697 -1.901
H 3.569 10.236 -0.242
H 6.726 7.475 3.027
H 5.276 6.674 3.695
H 5.333 8.453 3.592
O -0.059 -7.653 2.857
S 1.246 -7.456 2.293
O 2.406 -7.486 3.124
O 1.235 -6.119 1.442
C 0.816 -4.897 2.095
C 1.861 -4.349 3.045
C 1.475 -8.574 0.954
H -0.137 -5.059 2.601
H 0.638 -4.185 1.291
H 2.017 -5.019 3.891
H 1.551 -3.382 3.431
H 2.820 -4.237 2.541
H 0.603 -8.537 0.306
H 1.588 -9.567 1.382
H 2.376 -8.292 0.417
O -3.098 -10.637 1.286
S -3.817 -9.619 1.990
O -4.989 -9.949 2.740
O -4.174 -8.453 0.961
C -4.889 -8.807 -0.237
C -6.352 -9.108 0.023
C -2.711 -8.701 2.999
H -4.392 -9.646 -0.729
H -4.801 -7.945 -0.895
H -6.472 -10.003 0.631
H -6.877 -9.268 -0.920
H -6.824 -8.284 0.557
H -1.838 -8.427 2.417
H -2.424 -9.340 3.831
H -3.228 -7.819 3.370
O -1.432 4.331 -5.880
S -2.385 3.601 -5.107
O -1.968 2.529 -4.258
O -3.541 3.085 -6.068
C -3.162 2.294 -7.214
C -2.757 0.881 -6.839
C -3.361 4.720 -4.162
H -2.370 2.801 -7.767
H -4.041 2.268 -7.854
H -1.844 0.873 -6.245
H -2.582 0.289 -7.737
H -3.537 0.403 -6.245
H -3.705 5.523 -4.808
H -2.724 5.113 -3.372
H -4.198 4.176 -3.731
```

Properties
frontier orbital gap: 9.210 eV
HOMO level: -0.3388 Eh
calculated total energy: -5110.1150 a.u.
total charge: 0


Record 2
Below is a single C15H22O4 molecule in a non-equilibrium geometry, with properties calculated with ωB97M-V/def2-TZVPD.

Structure (XYZ):
```
41
Properties=species:S:1:pos:R:3
C 0.154 1.689 3.986
O 1.111 0.774 3.109
C 0.451 0.208 2.178
C 1.530 -0.371 1.305
C 1.062 -1.223 0.131
C -0.085 -1.350 -0.158
C -0.608 -1.663 -1.590
O -1.402 -3.174 -1.342
C 0.268 -2.046 -2.541
O 1.073 -0.783 -3.009
C 0.344 0.169 -3.533
C -0.100 0.983 -2.684
C 0.554 1.595 -1.569
C 0.241 2.536 -0.632
C -1.332 2.729 -0.542
C -2.071 2.167 -1.629
C -1.671 1.349 -2.504
O -0.369 -0.554 2.694
C -0.013 -1.726 3.559
H -0.196 2.496 3.246
H -0.642 0.996 4.606
H 0.686 2.195 4.743
H -0.195 0.827 1.667
H 2.268 -1.141 1.874
H 1.957 0.354 1.149
H 1.825 -1.444 -0.671
H -1.010 -1.002 0.484
H -1.462 -1.061 -1.936
H -0.658 -3.642 -0.849
H 1.243 -2.761 -2.251
H -0.130 -2.527 -3.542
H 1.087 0.680 -4.220
H -0.295 -0.380 -4.252
H 1.606 1.428 -1.521
H 0.843 2.794 0.041
H -1.627 3.695 0.043
H -3.076 2.508 -1.744
H -1.905 0.844 -3.359
H -0.955 -2.108 4.179
H 0.578 -2.597 2.860
H 0.921 -1.464 4.224
```

Properties
frontier orbital gap: 8.376 eV
HOMO level: -0.3064 Eh
calculated total energy: -885.1390 a.u.
total charge: 0
relative energy (zero: lowest compared OMol25 entry of this formula, charge and spin): 1505.9 kJ/mol


Record 3
Below is C35H51CsN7O2SSe as an isolated structure in a non-equilibrium geometry, with properties calculated with ωB97M-V/def2-TZVPD.

Structure (XYZ):
```
98
Properties=species:S:1:pos:R:3
Cs -2.047 -0.424 -1.015
C 6.269 -1.677 -1.814
C 5.511 -1.309 -0.530
C 5.580 -2.502 0.424
C 6.216 -0.123 0.145
C 4.069 -0.931 -0.867
C 2.961 -1.614 -0.382
C 1.667 -1.206 -0.689
Se 0.180 -2.157 0.075
C -0.099 -1.043 1.628
C 1.001 -0.627 2.364
C 0.840 0.157 3.495
C -0.476 0.475 3.857
C -1.599 0.063 3.157
C -1.440 -0.742 1.976
O -2.415 -1.161 1.239
C -3.011 0.443 3.615
C -3.841 -0.828 3.858
C -3.012 1.250 4.916
C -3.688 1.301 2.534
C 2.011 0.637 4.351
C 3.358 0.217 3.756
C 1.997 2.168 4.455
C 1.904 0.037 5.760
C 1.386 -0.084 -1.521
O 0.171 0.267 -1.772
C 2.539 0.600 -2.040
C 3.809 0.166 -1.696
C 2.333 1.804 -2.964
C 3.646 2.415 -3.456
C 1.568 2.897 -2.202
C 1.528 1.372 -4.201
H 7.305 -1.953 -1.587
H 6.286 -0.839 -2.516
H 5.785 -2.521 -2.310
H 6.625 -2.721 0.664
H 5.140 -3.396 -0.025
H 5.055 -2.292 1.358
H 7.250 -0.382 0.401
H 5.692 0.157 1.063
H 6.238 0.752 -0.508
H 3.072 -2.482 0.257
H 1.986 -0.910 2.014
H -0.619 1.089 4.739
H -3.397 -1.420 4.665
H -3.869 -1.437 2.955
H -4.865 -0.561 4.146
H -2.534 0.699 5.732
H -4.046 1.454 5.208
H -2.502 2.210 4.799
H -3.772 0.738 1.606
H -3.105 2.205 2.341
H -4.692 1.600 2.857
H 3.483 0.613 2.744
H 3.449 -0.871 3.709
H 4.171 0.600 4.378
H 2.093 2.615 3.462
H 2.826 2.520 5.077
H 1.065 2.529 4.895
H 1.890 -1.055 5.705
H 0.984 0.358 6.256
H 2.754 0.345 6.380
H 4.660 0.710 -2.087
H 4.254 2.787 -2.626
H 3.422 3.260 -4.113
H 4.238 1.693 -4.025
H 2.168 3.267 -1.366
H 0.646 2.480 -1.798
H 1.344 3.742 -2.866
H 2.087 0.625 -4.771
H 1.336 2.233 -4.854
H 0.579 0.931 -3.895
N -4.826 2.185 -2.919
N -3.466 2.562 -2.913
C -2.989 3.589 -2.211
N -1.676 3.877 -2.454
S -3.925 4.488 -1.147
H -5.260 2.782 -2.217
H -4.863 1.222 -2.589
H -2.902 2.106 -3.609
H -1.075 3.135 -2.788
H -1.252 4.466 -1.757
N -4.355 -4.498 -3.794
C -3.096 -4.806 -4.256
C -2.377 -3.656 -4.125
N -3.162 -2.661 -3.600
C -4.340 -3.189 -3.407
C -5.491 -2.491 -2.836
N -5.517 -1.233 -2.486
C -6.775 -1.004 -1.984
C -7.521 -2.142 -2.034
N -6.690 -3.090 -2.582
H -5.123 -5.142 -3.751
H -2.841 -5.787 -4.617
H -1.340 -3.483 -4.366
H -7.064 -0.034 -1.610
H -8.531 -2.363 -1.734
H -6.934 -4.052 -2.730
```

Properties
frontier orbital gap: 5.093 eV
HOMO level: -0.1345 Eh
calculated total energy: -4717.9067 a.u.
total charge: -1
relative energy (zero: lowest compared OMol25 entry of this formula, charge and spin): 254.0 kJ/mol


Record 4
Below is a 2-piece molecular cluster, C4H8NO3 overall in a non-equilibrium geometry, with properties calculated with ωB97M-V/def2-TZVPD.

Structure (XYZ):
```
16
Properties=species:S:1:pos:R:3
C -0.918 -0.345 -3.308
C -0.470 0.273 -1.916
O -1.324 -0.055 -1.048
O 0.594 0.909 -1.866
H -1.372 -1.310 -3.037
H -0.066 -0.442 -3.952
H -1.601 0.326 -3.852
C 0.005 -0.065 3.097
C 1.120 -0.037 2.028
O 2.206 -0.410 2.509
N 0.905 0.392 0.806
H 1.543 0.133 0.058
H 0.036 0.682 0.353
H -0.276 0.915 3.450
H 0.544 -0.488 3.982
H -0.926 -0.478 2.696
```

Properties
frontier orbital gap: 8.562 eV
HOMO level: -0.1701 Eh
calculated total energy: -437.7774 a.u.
total charge: -1
relative energy (zero: lowest compared OMol25 entry of this formula, charge and spin): 73.7 kJ/mol


Record 5
Below is a single C5H7NO molecule in a non-equilibrium geometry, with properties calculated with ωB97M-V/def2-TZVPD.

Structure (XYZ):
```
14
Properties=species:S:1:pos:R:3
C 1.597 -1.896 -1.495
C 0.900 -1.441 -0.617
O -0.139 -1.338 0.192
C -0.549 -0.024 0.465
N -1.502 0.022 1.462
C -0.572 1.001 -0.614
C 0.670 1.077 0.233
H 2.405 -2.116 -2.133
H -1.223 0.299 2.393
H -2.139 -0.763 1.504
H -0.454 0.630 -1.625
H -1.318 1.781 -0.512
H 0.710 1.819 1.016
H 1.616 0.948 -0.270
```

Properties
frontier orbital gap: 9.758 eV
HOMO level: -0.3212 Eh
calculated total energy: -324.5564 a.u.
total charge: 0
relative energy (zero: lowest compared OMol25 entry of this formula, charge and spin): 441.2 kJ/mol


Record 6
Below is a 11-piece molecular cluster, C22H54BN2O18 overall in a non-equilibrium geometry, with properties calculated with ωB97M-V/def2-TZVPD.

Structure (XYZ):
```
97
Properties=species:S:1:pos:R:3
O -25.736 -2.208 23.831
C -26.075 -2.725 22.805
O -25.411 -2.658 21.663
B -26.203 -3.389 20.623
O -27.386 -3.958 21.309
C -27.269 -3.704 22.603
O -28.055 -3.998 23.458
O -25.462 -4.382 19.844
C -25.686 -4.150 18.578
O -25.171 -4.788 17.689
C -26.592 -2.918 18.444
O -26.638 -2.386 19.653
O -27.067 -2.484 17.440
C -22.211 -1.812 23.785
C -21.492 -1.977 25.104
C -20.450 -3.069 24.821
C -19.341 -3.217 25.865
C -18.739 -1.850 26.160
C -19.761 -0.687 26.484
N -20.832 -0.742 25.504
O -21.676 0.389 25.512
C -20.175 -0.863 27.902
C -18.961 0.590 26.231
C -22.469 -2.480 26.228
H -22.414 -2.743 23.261
H -21.639 -1.205 23.068
H -23.089 -1.161 23.805
H -20.861 -4.033 24.514
H -19.895 -2.814 23.908
H -18.542 -3.864 25.492
H -19.704 -3.792 26.723
H -18.074 -1.635 25.323
H -18.180 -1.991 27.089
H -19.434 -0.647 28.684
H -20.985 -0.188 28.200
H -20.439 -1.872 28.232
H -19.103 0.922 25.204
H -19.260 1.405 26.896
H -17.881 0.494 26.366
H -23.418 -2.819 25.803
H -22.810 -1.766 26.979
H -21.991 -3.316 26.741
H -21.471 0.786 24.658
C -20.656 1.394 16.277
C -22.086 1.690 16.755
C -23.055 1.180 15.627
C -23.273 -0.355 15.708
C -23.647 -0.737 17.097
C -22.604 -0.398 18.144
N -22.502 1.090 18.038
O -21.741 1.570 19.115
C -23.274 -0.788 19.457
C -21.284 -1.162 17.930
C -22.177 3.171 16.919
H -20.006 1.798 17.065
H -20.418 2.037 15.429
H -20.329 0.376 16.091
H -24.070 1.576 15.560
H -22.537 1.409 14.692
H -22.321 -0.768 15.356
H -23.952 -0.681 14.918
H -23.724 -1.828 16.972
H -24.632 -0.370 17.387
H -23.637 -1.807 19.622
H -22.536 -0.746 20.266
H -24.132 -0.167 19.709
H -20.422 -0.749 18.453
H -21.443 -2.108 18.464
H -21.107 -1.506 16.914
H -21.400 3.650 17.525
H -23.032 3.616 17.436
H -22.126 3.636 15.929
H -20.793 1.375 19.013
O -28.070 -4.678 26.231
H -27.788 -4.058 26.910
H -27.477 -4.515 25.488
O -23.750 -4.006 14.875
H -24.457 -4.272 15.481
H -23.268 -4.819 14.695
O -28.746 -4.970 15.655
H -27.861 -4.678 15.907
H -28.722 -5.929 15.742
O -29.653 -1.433 21.121
H -29.536 -2.391 21.113
H -30.520 -1.292 20.729
O -24.905 0.401 22.442
H -24.782 -0.553 22.507
H -25.809 0.504 22.127
O -29.323 -1.564 16.075
H -28.989 -0.682 15.893
H -28.583 -2.021 16.509
O -30.749 -5.056 23.588
H -29.987 -4.459 23.549
H -30.553 -5.636 24.329
O -26.270 -7.284 17.366
H -25.627 -6.718 17.817
H -26.155 -7.077 16.434
```

Properties
frontier orbital gap: 8.536 eV
HOMO level: -0.2352 Eh
calculated total energy: -2359.5606 a.u.
total charge: -1
relative energy (zero: lowest compared OMol25 entry of this formula, charge and spin): 0.0 kJ/mol


Record 7
Below is C36H34B2ClF4N7O6P2Se2Ti as an isolated structure in a non-equilibrium geometry, with properties calculated with ωB97M-V/def2-TZVPD.

Structure (XYZ):
```
95
Properties=species:S:1:pos:R:3
Ti 0.034 -2.062 1.990
C -0.287 -0.492 6.092
C 0.116 -1.134 4.809
N -0.741 -1.420 3.903
O -2.013 -1.052 4.171
B -3.059 -1.781 3.399
F -3.035 -3.133 3.731
F -4.251 -1.164 3.645
O -2.794 -1.652 1.900
N -1.880 -2.571 1.488
C -2.252 -3.753 1.148
C -3.661 -4.203 1.039
C -1.091 -4.658 1.013
N -0.010 -4.070 1.377
O 1.139 -4.777 1.480
B 1.625 -4.606 2.900
F 0.958 -5.477 3.724
F 2.981 -4.720 2.932
O 1.150 -3.177 3.307
N 2.097 -2.315 3.864
C 1.566 -1.348 4.517
C 2.528 -0.332 5.052
C -1.157 -6.096 0.642
H -1.256 -0.877 6.401
H -0.398 0.585 5.937
H 0.452 -0.663 6.871
H -4.329 -3.352 1.135
H -3.881 -4.903 1.847
H -3.831 -4.710 0.087
H 3.526 -0.558 4.685
H 2.538 -0.329 6.142
H 2.233 0.664 4.715
H -2.185 -6.441 0.578
H -0.614 -6.681 1.384
H -0.667 -6.257 -0.320
Se 0.631 5.275 1.165
P 0.238 3.729 -0.187
C 1.509 3.576 -1.480
C 2.834 3.814 -1.118
C 3.839 3.737 -2.068
C 3.530 3.432 -3.388
C 2.215 3.195 -3.755
C 1.207 3.263 -2.803
C -1.348 3.950 -1.033
C -2.489 3.301 -0.574
C -3.731 3.621 -1.103
C -3.839 4.583 -2.095
C -2.703 5.240 -2.552
C -1.464 4.935 -2.014
C 0.136 2.079 0.576
C -0.083 0.775 0.132
N -0.147 0.006 1.236
N 0.027 0.788 2.292
N 0.192 2.032 1.921
P -0.156 0.064 -1.490
Se -0.432 -2.103 -1.560
C -1.616 0.692 -2.327
C -1.563 1.489 -3.464
C -2.744 1.911 -4.058
C -3.965 1.523 -3.528
C -4.017 0.727 -2.390
C -2.846 0.319 -1.779
C 1.382 0.387 -2.339
C 1.499 0.081 -3.696
C 2.736 0.164 -4.307
C 3.857 0.519 -3.563
C 3.743 0.795 -2.210
C 2.504 0.732 -1.591
H 3.061 4.090 -0.095
H 4.864 3.929 -1.780
H 4.317 3.384 -4.130
H 1.971 2.959 -4.783
H 0.178 3.091 -3.097
H -2.415 2.562 0.215
H -4.616 3.121 -0.730
H -4.810 4.833 -2.503
H -2.786 6.005 -3.312
H -0.587 5.482 -2.338
H -0.609 1.782 -3.885
H -2.707 2.542 -4.935
H -4.884 1.851 -3.998
H -4.971 0.438 -1.969
H -2.886 -0.277 -0.871
H 0.637 -0.253 -4.260
H 2.833 -0.070 -5.359
H 4.826 0.566 -4.041
H 4.617 1.051 -1.626
H 2.416 0.932 -0.530
Cl 4.663 -1.096 0.715
C 3.883 -2.661 0.348
C 2.429 -2.416 0.006
O 2.037 -2.664 -1.142
O 1.703 -1.908 0.923
H 4.399 -3.107 -0.494
H 3.951 -3.282 1.237
```

Properties
frontier orbital gap (spin up / spin down): 7.275 / 5.593 eV
HOMO level (spin up / spin down): -0.2927 / -0.2929 Eh
⟨S²⟩: 2.01
calculated total energy: -9471.7118 a.u.
total charge: 0
2S+1: 3
relative energy (zero: lowest compared OMol25 entry of this formula, charge and spin): 99.5 kJ/mol


Record 8
Below is C11H20I2N3OYb as an isolated structure in a non-equilibrium geometry, with properties calculated with ωB97M-V/def2-TZVPD.

Structure (XYZ):
```
38
Properties=species:S:1:pos:R:3
C 0.781 -2.014 -2.232
I 1.266 -4.242 0.403
H 1.472 -1.162 -2.465
H -0.207 -1.846 -2.860
H 1.090 -3.031 -2.649
C -1.422 2.363 -2.798
C -0.504 0.382 -2.332
N -1.565 1.206 -2.049
H 0.185 2.996 -4.146
I 1.231 1.708 -0.383
N 0.219 1.008 -3.310
H -2.159 3.183 -2.703
Yb 1.355 -1.572 0.270
C -0.263 -1.068 -1.885
O -0.666 -1.208 -0.704
C -0.310 2.260 -3.517
C 1.504 0.622 -3.754
H 2.282 0.870 -3.002
H 1.727 1.182 -4.693
H 1.578 -0.461 -3.935
C -2.601 1.039 -1.089
H -3.556 1.458 -1.537
H -2.418 1.675 -0.165
H -2.796 -0.017 -0.767
C -0.703 0.563 3.127
C 0.413 -0.435 3.443
C 1.465 0.143 4.387
C -0.106 -1.782 3.961
N 1.148 -0.725 2.178
H -1.253 0.804 4.048
H -1.419 0.162 2.389
H -0.276 1.489 2.703
H 1.010 0.360 5.363
H 2.272 -0.603 4.495
H 1.883 1.058 3.933
H -0.830 -2.246 3.268
H 0.746 -2.476 4.063
H -0.573 -1.642 4.944
```

Properties
frontier orbital gap (spin up / spin down): 3.620 / 3.598 eV
HOMO level (spin up / spin down): 0.0426 / 0.0434 Eh
⟨S²⟩: 0.75
calculated total energy: -2424.5080 a.u.
total charge: -2
2S+1: 2